Entry 1:
Computed, not measured: a molecular structure, H4NOPS2, with ωB97M-V/def2-TZVPD.

```
! wB97M-V def2-TZVPD RIJCOSX def2/J DEFGRID3
* xyz 0 1
S -0.21 2.12 0.13
S -2.51 -0.64 -0.28
P -0.70 0.13 0.02
O 0.64 -0.42 -1.66
N 0.15 -0.49 1.37
H 1.21 -0.51 1.29
H 0.21 -1.09 -2.07
H -0.41 -1.40 1.43
H -1.04 2.52 -0.97
*
```

Computed properties:
lowest unoccupied orbital energy = -0.0119 Ha
gap between HOMO and LUMO = 0.341 Eh

Atom charges from the natural (NBO) analysis, given in e for atoms 1 to 6:
1 S -0.2205
2 S -0.4629
3 P 1.3104
4 O -0.9630
5 N -1.1695
6 H 0.4393

***

Entry 2:
Computed, not measured: 10 unconnected molecules or ions with the total composition C50H91F6N16O2P, with ωB97M-V/def2-TZVPD.

```
! wB97M-V def2-TZVPD RIJCOSX def2/J DEFGRID3
* xyz 6 1
P 4.17 1.87 -3.54
F 4.10 0.33 -4.17
F 3.01 2.39 -4.56
F 5.25 2.29 -4.66
F 5.34 1.26 -2.62
F 4.25 3.29 -2.79
F 3.03 1.36 -2.46
O -0.25 -0.10 1.70
O -0.89 0.46 -0.32
N -3.24 -0.17 5.40
N 1.01 -2.81 -2.74
N -0.11 0.53 -4.62
N 1.94 -0.36 4.72
N -3.94 -1.95 0.29
N -2.00 8.01 0.33
N -3.99 -4.10 -0.15
N 7.25 -0.40 1.84
N -5.45 3.47 -1.20
N 0.78 0.19 -6.60
N -3.97 2.76 0.29
N 9.39 -0.64 1.66
N -0.42 -3.46 -4.21
N -3.14 -2.20 4.63
N -0.72 6.35 -0.26
N 1.36 -2.38 5.17
C -0.98 -5.03 -6.03
C -2.07 -0.28 4.68
C -3.77 -6.25 -1.36
C -3.68 1.01 6.12
C 1.01 0.33 -5.31
C -0.25 0.83 -3.21
C 5.25 -0.11 0.43
C -2.80 -3.84 0.52
C -0.60 0.32 -6.78
C -0.92 -3.83 -2.98
C 0.54 5.64 -0.55
C -4.61 -5.43 -0.39
C -2.76 -2.49 0.79
C 0.84 -3.04 -4.05
C 1.44 0.78 0.15
C 1.51 -1.75 6.38
C -1.12 0.62 -5.56
C 2.32 -4.66 5.07
C -3.84 -1.36 5.42
C -0.75 7.57 0.32
C 1.03 -3.82 5.17
C -4.67 -2.96 -0.18
C 2.22 -2.26 -2.07
C -5.25 3.17 0.09
C -2.02 -1.54 4.19
C -2.85 3.56 2.38
C 0.45 4.42 -1.45
C -4.29 3.21 -1.89
C -2.70 -4.64 4.29
C 0.03 0.41 0.55
C -0.06 -3.31 -2.05
C 2.24 0.81 3.93
C -6.56 4.32 -1.56
C -2.79 7.12 -0.38
C -1.14 -3.60 -5.45
C 7.61 -1.65 2.30
C -3.27 2.38 1.48
C 1.89 -0.47 6.09
C -2.51 9.21 1.00
C 10.78 -0.34 1.28
C 3.16 -0.41 -7.18
C -3.40 2.76 -0.98
C 1.69 -1.56 4.17
C -3.69 -3.49 4.24
C 8.95 -1.83 2.19
C -4.29 -0.54 0.22
C 1.80 0.08 -7.66
C -1.95 6.17 -0.86
C 5.91 0.18 1.77
C 8.41 0.23 1.53
H -2.62 3.08 3.33
H -3.41 0.00 0.56
H 1.64 0.81 3.02
H 1.51 1.84 -0.07
H -4.11 -3.38 3.23
H 0.13 8.09 0.65
H 1.69 -1.80 3.12
H -1.59 -5.12 -6.94
H -6.16 5.21 -2.07
H -3.22 -5.60 4.26
H 0.57 -4.07 6.13
H -7.13 4.74 -0.74
H -0.29 4.62 -2.23
H -1.43 0.58 4.61
H -3.74 -5.90 -2.39
H -4.17 3.40 -2.94
H -5.14 -0.37 0.88
H -4.48 -0.22 -0.80
H 2.18 0.46 0.89
H 6.86 -2.30 2.71
H -3.90 1.70 2.06
H -1.99 4.13 2.05
H -1.90 -4.27 -2.88
H 2.18 0.34 6.75
H -2.00 -1.85 1.22
H 5.24 -0.06 2.59
H -3.03 8.91 1.91
H 11.15 0.64 1.59
H -3.73 4.19 2.52
H 1.26 -2.23 7.31
H -7.31 3.96 -2.26
H 1.95 0.43 -4.78
H -5.95 3.39 0.88
H 0.40 1.65 -2.89
H -0.05 -3.23 -0.98
H 2.03 -2.10 -1.01
H 0.11 3.53 -0.91
H -2.84 1.65 6.38
H 5.79 0.33 -0.41
H -1.32 -5.76 -5.30
H -4.57 -3.70 4.85
H -4.44 1.54 5.55
H 10.96 -0.52 0.22
H -1.72 9.91 1.26
H 6.06 1.26 1.78
H 1.45 -0.60 -8.44
H -5.64 -5.34 -0.73
H 11.46 -1.07 1.72
H 2.70 -4.50 4.06
H 2.56 -1.39 -2.64
H -2.33 1.89 1.24
H 1.08 5.48 0.38
H 3.06 -4.21 5.74
H -0.12 -0.14 -2.73
H 3.28 0.78 3.60
H 1.11 6.41 -1.08
H 1.42 4.15 -1.88
H -2.08 0.94 -5.18
H 0.05 -5.18 -6.33
H 2.04 -5.67 5.34
H 2.21 1.69 4.56
H -2.12 -4.64 0.76
H -2.20 5.56 -1.71
H -2.77 -6.52 -1.03
H -0.99 0.14 -7.77
H 1.69 0.18 -0.72
H 3.01 -3.00 -2.17
H 1.48 -2.91 -4.91
H -3.80 7.37 -0.62
H 5.18 -1.18 0.27
H 8.55 1.27 1.31
H 3.70 0.24 -6.50
H -2.02 -4.52 5.13
H 0.38 -4.07 4.34
H -4.73 -5.87 0.60
H -4.28 -7.21 -1.44
H -4.86 -1.55 5.73
H -4.17 0.72 7.05
H 3.09 -1.43 -6.78
H -3.28 9.63 0.36
H -0.78 -2.92 -6.21
H -5.66 -2.91 -0.61
H -1.15 -1.85 3.62
H -2.35 2.54 -0.97
H -1.27 1.09 -2.94
H 1.87 1.09 -8.06
H -2.20 -3.46 -5.26
H -2.06 -4.76 3.40
H 9.62 -2.63 2.45
H 3.80 -0.54 -8.06
H 4.28 0.38 0.43
*
```

Computed properties:
lowest unoccupied orbital energy = -0.4180 Ha
gap between HOMO and LUMO = 0.320 Eh

Atom charges from the Mulliken analysis, given in e for atoms 1 to 6:
1 P 1.5500
2 F -0.3702
3 F -0.3859
4 F -0.3412
5 F -0.4203
6 F -0.3498

***

Entry 3:
Computed, not measured: C5H8O in the gas phase, with ωB97M-V/def2-TZVPD.

```
! wB97M-V def2-TZVPD RIJCOSX def2/J DEFGRID3
* xyz 0 1
O -1.38 -0.52 -0.23
C 2.06 -0.18 -0.61
C -0.06 1.60 0.44
C 0.90 0.03 -0.86
C -0.46 0.49 -0.60
C -0.89 -1.75 0.25
H 0.20 2.49 -0.14
H -0.25 -2.26 -0.49
H 2.99 -0.06 -0.10
H -0.96 1.00 -1.43
H -0.89 1.82 1.11
H 0.82 1.35 1.05
H -1.77 -2.37 0.44
H -0.32 -1.64 1.17
*
```

Computed properties:
lowest unoccupied orbital energy = 0.0385 Ha
gap between HOMO and LUMO = 0.389 Eh

Atom charges from the natural (NBO) analysis, given in e for atoms 1 to 6:
1 O -0.5234
2 C -0.2465
3 C -0.6086
4 C -0.0353
5 C 0.0283
6 C -0.2510

***

Entry 4:
Computed, not measured: 3 unconnected molecules or ions with the total composition C21H47Br2F3N6O4P2, with ωB97M-V/def2-TZVPD.

```
! wB97M-V def2-TZVPD RIJCOSX def2/J DEFGRID3
* xyz 0 1
Br 1.24 -4.52 -3.72
Br 3.02 -7.09 -2.42
P -1.61 1.23 -3.17
P -2.22 3.68 3.93
F 3.12 -5.50 -0.25
F 1.16 -6.10 -0.83
F 1.24 -3.63 -1.19
O 5.74 -4.63 -1.18
O -2.44 4.66 2.84
O 7.34 -6.03 -0.47
O -0.46 1.92 -3.80
N -3.26 1.00 -3.30
N -1.55 1.65 -1.54
N -1.24 -0.43 -3.45
N -3.61 2.72 3.95
N -1.13 2.54 4.50
N -2.08 4.68 5.32
C -4.24 2.15 5.12
C -3.04 4.64 6.40
C 3.33 -3.42 -2.13
C -1.90 0.79 -0.42
C 6.68 -4.88 -3.48
C 2.11 -4.30 -2.00
C -4.07 2.18 2.67
C 6.37 -2.67 -2.36
C 6.19 -1.89 -1.28
C -3.92 -0.08 -4.03
C 5.81 -4.08 -2.51
C 4.41 -3.87 -3.13
C -4.11 2.17 -3.02
C -1.70 6.06 5.03
C 2.33 -5.67 -1.30
C -0.96 1.34 3.67
C -0.07 2.78 5.47
C -0.32 -0.67 -4.56
C -0.96 -1.35 -2.37
C 6.27 -5.87 -0.98
C -1.39 3.06 -1.22
H -3.52 1.71 5.82
H -3.64 3.10 -3.35
H -2.55 6.67 4.70
H -4.92 1.35 4.83
H -2.82 0.23 -0.59
H -0.84 -2.36 -2.77
H -0.38 2.45 6.46
H -3.11 3.65 6.84
H -5.06 2.10 -3.53
H -3.58 1.23 2.42
H -0.05 -1.10 -1.82
H -4.32 2.25 -1.95
H 6.45 -2.22 -0.28
H -2.35 3.59 -1.17
H 0.01 0.88 3.81
H -1.28 6.52 5.93
H -1.09 0.09 -0.20
H 0.84 2.24 5.20
H 6.67 -4.34 -4.43
H -4.84 2.89 5.66
H -4.81 0.28 -4.55
H -2.06 1.39 0.48
H -2.71 5.30 7.21
H -4.04 4.97 6.09
H -4.23 -0.87 -3.34
H -3.28 -0.52 -4.79
H 5.79 -0.89 -1.36
H 2.94 -2.45 -2.46
H -0.43 -1.70 -4.90
H 6.92 -2.29 -3.23
H -1.80 -1.42 -1.67
H 4.54 -3.05 -3.84
H -0.54 -0.01 -5.40
H 4.11 -4.73 -3.74
H -5.15 2.02 2.69
H -0.89 3.19 -0.25
H 7.72 -4.92 -3.15
H -0.95 6.11 4.24
H 0.73 -0.51 -4.28
H 5.63 -6.72 -1.26
H -1.06 1.57 2.60
H -1.72 0.59 3.92
H 6.27 -5.87 -3.70
H 3.76 -3.25 -1.14
H -3.86 2.90 1.87
H -0.77 3.55 -1.96
H 0.20 3.83 5.54
*
```

Computed properties:
lowest unoccupied orbital energy = 0.0084 Ha
gap between HOMO and LUMO = 0.315 Eh

Atom charges from the Mulliken analysis, given in e for atoms 1 to 6:
1 Br -0.0384
2 Br -0.1375
3 P 0.4217
4 P 0.5453
5 F -0.2263
6 F -0.2225

***

Entry 5:
Computed, not measured: C3H5NO2 in the gas phase, with ωB97M-V/def2-TZVPD.

```
! wB97M-V def2-TZVPD RIJCOSX def2/J DEFGRID3
* xyz 0 1
O -0.49 -0.41 -1.87
O -0.06 1.42 0.92
N 1.23 -1.07 -0.56
C 0.04 -0.51 -0.79
C -0.75 0.38 0.31
C -0.16 0.33 1.76
H 0.40 -0.43 1.93
H 1.61 -1.52 -1.59
H -1.50 0.78 0.23
H 1.46 -1.13 0.56
H -0.95 0.54 2.70
*
```

Computed properties:
lowest unoccupied orbital energy = 0.0202 Ha
gap between HOMO and LUMO = 0.368 Eh

Atom charges from the natural (NBO) analysis, given in e for atoms 1 to 6:
1 O -0.6135
2 O -0.4622
3 N -0.8715
4 C 0.6289
5 C 0.0566
6 C -0.1021

***

Entry 6:
Computed, not measured: 3 unconnected molecules or ions with the total composition C3H12O4, with ωB97M-V/def2-TZVPD.

```
! wB97M-V def2-TZVPD RIJCOSX def2/J DEFGRID3
* xyz 0 1
O -2.79 -2.39 -0.45
O 4.29 -0.08 -1.03
O 1.31 -0.97 1.36
O -1.49 2.34 -0.82
C -0.02 -0.63 1.03
C -1.48 1.12 -0.10
C -0.13 0.80 0.53
H 0.20 1.53 1.27
H -3.36 -1.67 -0.17
H 1.93 -0.50 0.79
H -1.48 3.06 -0.19
H -1.70 0.34 -0.82
H -2.50 -2.20 -1.35
H 0.62 0.90 -0.27
H 5.09 0.45 -1.00
H 3.66 0.49 -1.47
H -0.61 -0.82 1.93
H -0.39 -1.30 0.25
H -2.27 1.04 0.65
*
```

Computed properties:
lowest unoccupied orbital energy = 0.0198 Ha
gap between HOMO and LUMO = 0.390 Eh

Atom charges from the natural (NBO) analysis, given in e for atoms 1 to 6:
1 O -0.9392
2 O -0.9361
3 O -0.7167
4 O -0.7114
5 C -0.0559
6 C -0.0568

***

> What is the formula in the fifth record?

C3H5NO2

***

Repeat the fifth record exactly.
Computed, not measured: C3H5NO2 in the gas phase, with ωB97M-V/def2-TZVPD.

```
! wB97M-V def2-TZVPD RIJCOSX def2/J DEFGRID3
* xyz 0 1
O -0.49 -0.41 -1.87
O -0.06 1.42 0.92
N 1.23 -1.07 -0.56
C 0.04 -0.51 -0.79
C -0.75 0.38 0.31
C -0.16 0.33 1.76
H 0.40 -0.43 1.93
H 1.61 -1.52 -1.59
H -1.50 0.78 0.23
H 1.46 -1.13 0.56
H -0.95 0.54 2.70
*
```

Computed properties:
lowest unoccupied orbital energy = 0.0202 Ha
gap between HOMO and LUMO = 0.368 Eh

Atom charges from the natural (NBO) analysis, given in e for atoms 1 to 6:
1 O -0.6135
2 O -0.4622
3 N -0.8715
4 C 0.6289
5 C 0.0566
6 C -0.1021